i:
The following is a quantum chemistry calculation of a 2-piece molecular cluster, H5N3O overall, from OMol25.

- Spin multiplicity: 1
- Molecular weight: 63.06 Da
- HOMO energy: -9.3 eV

Last column: natural (NBO) charge in e.
Element x y z (Å)
H1 0.446 -2.513 1.683  0.276
N1 -0.406 -2.321 1.100  -0.281
N2 -0.222 -1.620 0.126  -0.289
H2 0.755 -1.273 0.019  0.293
N3 -0.103 1.447 -1.132  -0.511
O1 0.651 1.941 -0.061  -0.584
H3 -0.909 0.967 -0.723  0.332
H4 -0.437 2.267 -1.645  0.323
H5 0.058 2.485 0.499  0.442


ii:
The following is a quantum chemistry calculation of one molecule with the formula H5N3O, from OMol25.

- Spin multiplicity: 1
- Molecular weight: 63.06 Da
- HOMO energy: -8.5 eV

Last column: natural (NBO) charge in e.
Element x y z (Å)
N1 1.470 -0.185 -0.015  -0.666
N2 0.540 0.796 -0.231  -0.185
O1 -0.844 0.584 0.538  -0.365
N3 -1.843 -0.092 -0.152  -0.515
H1 2.004 -0.323 0.947  0.351
H2 1.344 -1.096 -0.480  0.374
H3 0.792 1.574 0.235  0.343
H4 -1.462 -0.190 -1.119  0.337
H5 -2.001 -1.067 0.277  0.325


Stability ranking, top entry: i; the second entry is 101.8 kJ/mol less favorable.


i:
The following is a quantum chemistry calculation of a 2-piece molecular cluster, C2F2NO4 overall, from OMol25.

- Spin multiplicity: 1
- Molecular weight: 140.02 Da
- Charge: -1
- HOMO energy (spin up / spin down): -3.7 / -3.7 eV

Last column: natural (NBO) charge in e.
Element x y z (Å)
C1 -1.906 -0.598 -0.418  1.028
C2 0.454 0.314 0.652  0.454
N1 1.252 0.070 -0.441  0.377
O1 -1.442 -1.620 -0.464  -0.521
O2 0.878 0.545 -1.529  -0.519
O3 -2.356 0.433 -0.281  -0.526
O4 2.131 -0.816 -0.307  -0.514
F1 0.934 -0.069 1.869  -0.360
F2 0.054 1.741 0.919  -0.418


ii:
The following is a quantum chemistry calculation of a 2-piece molecular cluster, C2F2NO4 overall, from OMol25.

- Spin multiplicity: 1
- Molecular weight: 140.02 Da
- Charge: -1
- HOMO energy: -3.6 eV

Last column: natural (NBO) charge in e.
Element x y z (Å)
C1 -2.991 -0.737 -0.143  1.037
C2 2.264 0.461 -0.496  0.331
N1 0.754 0.547 0.205  0.445
O1 -2.834 -1.671 -0.802  -0.533
O2 -0.190 0.056 -0.359  -0.455
O3 -3.171 0.103 0.605  -0.507
O4 0.703 1.398 1.135  -0.484
F1 3.088 0.809 0.538  -0.394
F2 2.378 -0.964 -0.683  -0.440


Stability ranking, top entry: ii; the second entry is 18.5 kJ/mol less favorable.


i:
The following is a quantum chemistry calculation of one molecule with the formula C2H2N4O2, from OMol25.

- Spin multiplicity: 1
- Molecular weight: 114.06 Da
- HOMO energy: -10.7 eV

Last column: natural (NBO) charge in e.
Element x y z (Å)
H1 -2.929 -0.148 0.321  0.381
N1 -2.142 -0.739 -0.162  -0.668
C1 -0.996 -0.067 -0.155  0.651
N2 0.337 -0.851 -0.319  -0.667
C2 1.553 -0.194 -0.064  0.729
O1 2.618 -0.695 0.245  -0.505
N3 1.540 1.264 -0.437  -0.163
N4 0.557 1.907 -0.065  0.222
O2 -0.958 1.343 0.297  -0.437
H2 0.420 -1.819 0.338  0.457


ii:
The following is a quantum chemistry calculation of a 2-piece molecular cluster, C2H2N4O2 overall, from OMol25.

- Spin multiplicity: 1
- Molecular weight: 114.06 Da
- HOMO energy: -10.3 eV

Last column: natural (NBO) charge in e.
Element x y z (Å)
C1 -0.571 -0.197 0.515  -0.046
C2 0.024 -0.096 -0.723  0.182
H1 0.766 0.387 3.365  0.490
H2 -1.791 -0.459 0.687  0.233
N1 0.233 0.209 1.462  -0.068
N2 -0.613 -0.784 -1.777  -0.199
N3 0.126 -0.537 -2.814  0.172
N4 0.985 0.788 -1.050  -0.026
O1 -0.461 0.436 2.726  -0.526
O2 1.301 0.253 -2.389  -0.211


iii:
The following is a quantum chemistry calculation of one molecule with the formula C2H2N4O2, from OMol25.

- Spin multiplicity: 1
- Molecular weight: 114.06 Da
- HOMO energy: -10.4 eV

Last column: natural (NBO) charge in e.
Element x y z (Å)
H1 -3.160 -0.769 -0.267  0.368
N1 -2.272 -1.207 -0.133  -0.647
C1 -1.264 -0.390 0.086  0.561
N2 -1.303 1.072 0.259  -0.178
N3 -0.120 1.310 -0.025  0.030
N4 0.721 0.331 -0.197  -0.032
C2 2.125 0.135 0.025  0.525
O1 2.675 -0.967 0.060  -0.467
O2 0.005 -0.757 0.328  -0.320
H2 2.594 1.242 -0.134  0.160


Stability ranking, top entry: i; the second entry is 34.8 kJ/mol less favorable.


i:
The following is a quantum chemistry calculation of one molecule with the formula C6H13OP, from OMol25.

- Spin multiplicity: 1
- Molecular weight: 132.14 Da
- HOMO energy: -7.5 eV

Last column: natural (NBO) charge in e.
Element x y z (Å)
C1 0.822 1.732 1.539  -1.159
P1 0.267 0.492 0.507  1.339
C2 -1.771 0.583 0.231  -0.865
C3 0.627 -1.121 1.283  -0.735
C4 -0.125 -2.282 0.648  -0.608
C5 0.853 0.217 -1.273  0.306
C6 0.142 1.033 -2.312  -0.731
O1 1.862 -0.414 -1.460  -0.530
H1 1.868 1.546 1.787  0.226
H2 0.685 2.727 1.122  0.220
H3 -2.044 -0.034 -0.613  0.218
H4 -2.204 0.232 1.160  0.234
H5 -2.015 1.627 0.079  0.232
H6 1.707 -1.273 1.193  0.252
H7 0.383 -0.998 2.343  0.248
H8 -1.201 -2.136 0.718  0.204
H9 0.146 -2.378 -0.402  0.214
H10 0.128 -3.213 1.151  0.222
H11 0.840 1.405 -3.059  0.244
H12 -0.589 0.400 -2.815  0.244
H13 -0.381 1.856 -1.828  0.226


ii:
The following is a quantum chemistry calculation of C6H13OP as an isolated structure, from OMol25.

- Spin multiplicity: 1
- Molecular weight: 132.14 Da
- HOMO energy: -6.8 eV

Last column: natural (NBO) charge in e.
Element x y z (Å)
C1 1.854 0.342 0.084  -0.846
C2 -2.169 -1.110 -1.101  -0.107
C3 -1.220 -1.640 -0.018  -0.653
C4 -0.388 0.329 -1.813  -0.327
C5 2.684 0.606 1.260  -0.638
C6 -0.626 1.250 1.297  -0.956
O1 -1.335 -0.545 -2.189  -0.550
P1 0.151 0.222 0.021  1.312
H1 2.283 -0.396 -0.648  0.222
H2 -2.547 -2.005 -1.643  0.210
H3 -2.783 -0.326 -0.716  0.175
H4 -1.730 -1.840 0.913  0.205
H5 -0.687 -2.459 -0.300  0.195
H6 0.585 -0.029 -2.348  0.213
H7 -0.594 1.376 -2.128  0.195
H8 2.487 -0.226 2.001  0.183
H9 3.601 0.369 0.916  0.219
H10 2.776 1.545 1.780  0.209
H11 -0.247 2.282 1.252  0.249
H12 -1.671 1.307 1.121  0.239
H13 -0.423 0.947 2.257  0.249


Stability ranking, top entry: i; the second entry is 204.1 kJ/mol less favorable.


i:
The following is a quantum chemistry calculation of one molecule with the formula C6H10O2, from OMol25.

- Spin multiplicity: 1
- Molecular weight: 114.14 Da
- HOMO energy: -9.4 eV

Last column: natural (NBO) charge in e.
Element x y z (Å)
C1 -1.006 0.133 1.583  -0.100
C2 -0.491 -1.410 1.035  -0.405
C3 -0.001 -0.874 -0.269  -0.014
C4 0.448 -0.950 -1.654  -0.390
C5 0.562 0.723 -1.586  -0.436
C6 0.502 1.178 0.028  0.375
O1 -0.886 1.182 0.601  -0.579
O2 1.002 -0.007 0.286  -0.550
H1 -0.500 0.593 2.663  0.200
H2 -2.159 0.212 1.513  0.212
H3 0.335 -1.812 1.815  0.229
H4 -1.345 -2.176 0.759  0.209
H5 -0.858 -0.215 -0.468  0.210
H6 -0.257 -1.344 -2.320  0.213
H7 1.273 -1.854 -1.839  0.202
H8 -0.173 1.262 -2.100  0.200
H9 1.429 1.071 -2.250  0.226
H10 1.232 2.065 0.312  0.198


ii:
The following is a quantum chemistry calculation of one molecule with the formula C6H10O2, from OMol25.

- Spin multiplicity: 1
- Molecular weight: 114.14 Da
- HOMO energy: -9.1 eV

Last column: natural (NBO) charge in e.
Element x y z (Å)
C1 1.390 0.322 -1.141  -0.417
C2 0.172 -0.870 -1.106  -0.444
C3 -0.653 -0.195 -0.384  0.031
O1 -1.623 -0.955 0.350  -0.530
C4 -1.740 -0.433 1.523  0.244
O2 -0.935 0.726 1.496  -0.525
C5 0.101 0.433 0.673  0.064
C6 1.133 1.276 0.080  -0.436
H1 1.428 0.697 -2.213  0.230
H2 2.506 -0.101 -1.268  0.225
H3 0.465 -1.970 -0.962  0.246
H4 -0.366 -1.164 -1.965  0.223
H5 -1.308 0.610 -0.872  0.188
H6 -1.444 -1.147 2.362  0.110
H7 -2.886 -0.525 1.768  0.163
H8 0.557 -0.428 1.314  0.166
H9 2.242 1.413 0.593  0.227
H10 0.962 2.309 -0.248  0.237


iii:
The following is a quantum chemistry calculation of one molecule with the formula C6H10O2, from OMol25.

- Spin multiplicity: 1
- Molecular weight: 114.14 Da
- HOMO energy: -9.0 eV

Last column: natural (NBO) charge in e.
Element x y z (Å)
C1 -1.835 0.283 -0.111  -0.384
C2 -0.728 1.308 -0.531  -0.466
C3 0.720 1.096 0.277  0.081
C4 1.836 0.158 -0.389  -0.124
O1 1.394 -1.129 -0.117  -0.501
C5 0.108 -0.886 0.096  0.333
C6 -1.411 -1.311 -0.091  -0.394
O2 0.057 0.195 1.036  -0.542
H1 -2.617 0.216 -0.824  0.204
H2 -2.223 0.657 0.972  0.223
H3 -0.868 2.174 0.014  0.213
H4 -0.745 1.709 -1.549  0.201
H5 1.000 1.876 1.028  0.203
H6 2.846 0.464 0.089  0.200
H7 1.933 0.321 -1.442  0.182
H8 0.128 -0.285 -0.838  0.127
H9 -1.863 -1.837 0.777  0.227
H10 -1.346 -1.708 -1.090  0.219


Stability ranking, top entry: ii; the second entry is 123.7 kJ/mol less favorable.


i:
The following is a quantum chemistry calculation of one molecule with the formula C3H8N2O2S, from OMol25.

- Spin multiplicity: 1
- Molecular weight: 136.18 Da
- HOMO energy: -9.2 eV

Last column: natural (NBO) charge in e.
Element x y z (Å)
C1 0.040 -1.126 0.334  -0.138
C2 -0.982 -1.249 1.374  -0.210
C3 -1.356 -2.283 2.075  -0.369
N1 0.854 1.931 -2.592  -0.653
N2 1.344 1.714 -1.320  -0.662
O1 -0.197 0.003 -0.486  -0.756
O2 0.951 1.638 1.095  -0.947
S1 0.171 1.594 -0.094  1.631
H1 1.106 -0.930 0.621  0.214
H2 0.212 -1.782 -0.571  0.231
H3 -1.536 -0.246 1.433  0.209
H4 -2.188 -2.334 2.704  0.205
H5 -0.783 -3.204 2.022  0.190
H6 0.286 1.063 -2.827  0.360
H7 0.139 2.743 -2.656  0.324
H8 1.941 2.467 -1.111  0.370


ii:
The following is a quantum chemistry calculation of one molecule with the formula C3H8N2O2S, from OMol25.

- Spin multiplicity: 1
- Molecular weight: 136.18 Da
- HOMO energy: -8.6 eV

Last column: natural (NBO) charge in e.
Element x y z (Å)
C1 0.458 0.952 -1.112  -0.245
C2 -1.093 0.527 -1.056  -0.248
C3 -0.292 0.007 1.077  -0.077
N1 0.741 0.768 0.317  -0.675
N2 -1.519 0.455 0.346  -0.646
O1 0.276 -2.251 -0.513  -0.939
O2 1.186 -1.856 1.802  -0.892
S1 -0.223 -1.911 0.789  1.446
H1 1.002 0.199 -1.696  0.186
H2 0.794 1.890 -1.553  0.196
H3 -1.764 1.137 -1.698  0.217
H4 -1.088 -0.533 -1.367  0.211
H5 -0.171 0.299 2.173  0.243
H6 1.707 0.634 0.707  0.383
H7 -1.832 1.367 0.699  0.368
H8 1.816 -1.685 1.086  0.470


Stability ranking, top entry: ii; the second entry is 153.1 kJ/mol less favorable.


i:
The following is a quantum chemistry calculation of a 2-piece molecular cluster, C2H3ClF2S overall, from OMol25.

- Spin multiplicity: 1
- Molecular weight: 132.56 Da
- HOMO energy (spin up / spin down): -8.8 / -8.8 eV

Last column: natural (NBO) charge in e.
Element x y z (Å)
C1 -0.675 0.423 -0.096  -0.680
C2 0.708 0.847 -0.082  0.644
F1 0.797 -2.000 -0.795  -0.840
F2 1.035 1.489 -1.192  -0.237
S1 -1.215 -1.045 0.980  -0.066
Cl1 1.733 0.862 1.167  0.303
H1 -1.291 1.186 0.318  0.289
H2 -1.031 0.071 -1.129  0.328
H3 -0.061 -1.833 0.829  0.259


ii:
The following is a quantum chemistry calculation of C2H3ClF2S as an isolated structure, from OMol25.

- Spin multiplicity: 1
- Molecular weight: 132.56 Da
- HOMO energy: -9.0 eV

Last column: natural (NBO) charge in e.
Element x y z (Å)
C1 -1.513 0.909 1.557  -0.714
C2 -1.693 0.954 0.036  0.798
F1 -1.534 2.186 -0.481  -0.321
F2 -1.047 -0.012 -0.659  -0.325
S1 -3.915 0.372 -0.431  -0.008
Cl1 -3.831 -1.389 0.467  -0.163
H1 -0.481 1.411 1.809  0.235
H2 -1.583 0.001 2.115  0.258
H3 -2.223 1.612 1.822  0.240


iii:
The following is a quantum chemistry calculation of a 2-piece molecular cluster, C2H3ClF2S overall, from OMol25.

- Spin multiplicity: 1
- Molecular weight: 132.56 Da
- HOMO energy: -9.3 eV

Last column: natural (NBO) charge in e.
Element x y z (Å)
C1 1.456 0.034 1.270  -0.592
C2 0.846 -0.339 0.200  0.750
F1 0.570 0.369 -0.879  -0.309
F2 0.334 -1.549 0.076  -0.311
H1 1.841 0.955 1.543  0.228
H2 1.510 -0.762 2.137  0.229
S1 -2.508 -0.271 -1.308  0.003
Cl1 -2.108 1.479 -0.399  -0.154
H3 -1.940 0.084 -2.640  0.156


Stability ranking, top entry: ii; the second entry is 26.8 kJ/mol less favorable.


i:
The following is a quantum chemistry calculation of one molecule with the formula C5H4S, from OMol25.

- Spin multiplicity: 1
- Molecular weight: 96.15 Da
- HOMO energy (spin up / spin down): -7.9 / -7.9 eV

Last column: natural (NBO) charge in e.
Element x y z (Å)
C1 0.603 0.300 -0.068  -0.260
C2 -1.646 -0.331 -0.232  -0.293
C3 0.447 1.322 -0.952  -0.377
C4 -2.074 0.866 -0.816  -0.368
C5 -0.452 -0.498 0.387  -0.148
S1 -1.048 2.131 -1.225  0.558
H1 1.672 0.105 0.084  0.234
H2 -2.389 -1.197 0.049  0.208
H3 1.309 1.794 -1.483  0.223
H4 -0.333 -1.342 1.087  0.224


ii:
The following is a quantum chemistry calculation of one molecule with the formula C5H4S, from OMol25.

- Spin multiplicity: 1
- Molecular weight: 96.15 Da
- HOMO energy (spin up / spin down): -8.6 / -8.6 eV

Last column: natural (NBO) charge in e.
Element x y z (Å)
C1 -0.052 -1.006 -0.206  -0.320
C2 -1.437 -1.060 -0.102  -0.269
C3 0.339 0.270 -0.442  -0.069
C4 -0.007 1.548 -0.436  0.114
C5 1.279 1.210 0.242  -0.412
S1 -2.482 0.221 0.123  0.056
H1 0.622 -1.768 -0.184  0.227
H2 -1.837 -1.988 0.123  0.209
H3 1.467 0.839 1.176  0.232
H4 2.109 1.734 -0.294  0.233


Stability ranking, top entry: i; the second entry is 304.7 kJ/mol less favorable.